# 1
DFT (ωB97M-V with the def2-TZVPD basis set) results for a molecular structure, C18H29O2SiTc at a distorted geometry.

As for the highest occupied orbital energy (alpha / beta): -2.5 / -2.3 eV. The calculation puts the HOMO-LUMO gap (alpha / beta) at 5.7 / 5.4 eV. The multiplicity is 4. Its charge is -1. As for the expectation value of S²: 3.80.

XYZ file:
```
51
Properties=species:S:1:pos:R:3:forces:R:3:mulliken_spin:R:1
H 3.9130 1.2015 -0.9429 -0.143 -0.194 -0.078 0.02
C -2.0090 0.4923 -0.4168 -0.243 -0.513 -1.233 -0.02
C 1.4850 0.7126 2.2339 -0.863 -0.489 0.716 0.02
H -0.1476 -4.5712 1.9969 -0.183 0.086 -0.117 0.00
H 0.4264 -0.9624 3.2671 0.054 0.189 -0.210 0.00
H 1.9455 4.1722 -1.7207 0.171 -0.085 0.110 0.01
H -2.5983 -3.1423 4.0593 0.088 0.159 -0.012 0.00
C -2.0085 -0.6216 -1.3663 -0.701 1.229 -1.161 0.21
C -1.1612 -4.5084 1.5786 -0.163 -0.183 0.084 0.00
C -3.6487 -2.7699 1.1127 -0.145 -0.217 -0.006 0.00
C -0.8465 0.6823 2.3677 0.718 0.491 1.360 0.11
C -0.4400 1.8584 1.6285 0.177 0.085 1.169 -0.05
H -3.7095 -3.0176 0.0450 0.011 0.071 0.197 0.00
Si -1.8622 -2.7659 1.7294 1.372 1.386 -1.252 0.00
C 2.7238 3.4531 -1.4218 -0.200 0.648 0.401 0.06
H 2.5326 0.4788 2.3977 -0.262 -0.194 -0.307 0.00
H -1.1189 -4.8146 0.5236 0.009 0.080 0.242 0.00
H -1.0212 -2.3242 4.0649 -0.154 -0.030 -0.020 0.00
H -4.1445 -1.8039 1.2694 0.158 -0.074 -0.072 0.00
C -1.1190 1.5108 -0.9747 -0.757 -0.662 -1.944 -0.14
H 2.5415 3.1694 -0.3780 0.168 0.082 -0.332 -0.03
H -1.1379 2.5708 -0.7187 0.290 -0.465 0.040 0.00
H 1.6212 3.2351 -3.8498 0.107 -0.171 -0.052 0.01
C 2.7346 2.2859 -2.3043 -0.416 -0.020 -0.165 0.63
H 3.9707 0.6378 -2.6276 0.319 -0.040 -0.036 0.02
H -1.8445 0.4574 2.7178 0.117 -0.030 -0.144 0.00
H -2.6086 -1.5202 -1.2841 0.255 0.122 0.065 0.03
H 1.5849 2.6417 1.0942 -0.229 -0.438 -0.151 -0.03
Tc -0.1594 0.0864 0.4936 0.937 1.699 1.106 1.51
H 2.0634 1.5518 -4.2172 0.095 0.142 0.150 0.00
H -1.1489 -0.7968 -3.4094 0.268 -0.205 0.212 0.00
H 3.6893 3.9931 -1.4577 -0.062 0.051 0.087 0.04
C -1.2283 -0.2474 -2.4787 -0.622 -0.274 0.591 -0.09
C 0.3751 -0.0424 2.6970 0.533 0.999 0.933 -0.05
C 0.9907 1.8478 1.5302 -0.947 -0.065 0.810 0.07
C -0.6547 1.0180 -2.2414 -1.132 0.862 0.186 0.28
H 3.2772 2.8403 -4.3017 -0.005 -0.045 -0.034 0.02
H -1.7940 -5.2218 2.1241 0.094 -0.016 -0.104 0.00
O -0.8611 -1.7655 0.8732 -1.388 -2.109 0.838 0.03
H 1.7486 -0.3780 -2.4705 0.092 -0.052 -0.105 -0.02
C -1.9999 -2.3566 3.5745 -0.022 -0.175 0.003 0.01
H -4.2326 -3.5238 1.6624 0.077 0.095 -0.087 0.00
H -2.5006 -1.3967 3.7405 0.061 -0.135 0.009 0.00
C 2.4063 2.4741 -3.7276 -0.288 0.156 -0.526 0.03
H -1.0718 2.6785 1.3083 -0.003 -0.270 0.096 -0.02
O 1.4437 0.3068 -0.5381 2.943 -0.697 -2.579 0.03
H -2.7777 0.6862 0.3321 0.099 -0.129 -0.190 0.02
H 2.8621 -1.0043 -1.1975 0.165 -0.105 -0.384 0.00
C 2.3158 -0.1220 -1.5645 -1.201 0.620 1.626 0.15
C 3.3057 1.0231 -1.8430 0.633 -0.872 -0.069 0.14
H -0.1015 1.6110 -2.9694 0.121 -0.301 0.340 -0.02
```
Forces are in eV/Å.

***

# 2
DFT (ωB97M-V with the def2-TZVPD basis set) results for a gas-phase ion, C4H10NS (charge -1).

Its SMILES is CN[C@H](C)C[S-]. As for the highest occupied orbital energy: -2.2 eV. The calculation puts the HOMO-LUMO gap at 6.0 eV. Its charge is -1.

XYZ file:
```
16
Properties=species:S:1:pos:R:3:forces:R:3:nbo_charge:R:1
H 1.5906 0.8506 0.1954 0.111 -0.169 0.033 0.20
H -1.3087 -0.2918 -1.5779 -0.043 0.190 0.025 0.34
C -0.4674 -0.0273 1.6194 0.490 -0.149 -0.492 -0.53
H 0.8206 1.4640 -1.2675 -0.236 -0.067 -0.073 0.17
C -0.5555 0.4953 0.1810 0.141 -0.155 -0.247 -0.06
H 1.0171 -0.9423 -1.8171 -0.048 0.125 0.135 0.15
H -0.0479 -2.3340 -1.6568 -0.139 -0.117 -0.109 0.18
H 0.4150 -0.6941 1.6382 -0.226 0.033 0.088 0.16
S -0.2660 1.2461 2.8919 -0.168 0.088 0.091 -0.72
H 0.8329 -1.7732 -0.2611 0.012 0.085 -0.024 0.20
N -0.8551 -0.6293 -0.7401 0.394 -0.290 -0.201 -0.63
H -1.4182 1.1504 0.1016 -0.246 0.158 0.135 0.18
H -1.3440 -0.6636 1.7382 -0.136 0.003 0.306 0.18
H 0.6108 2.2762 0.2949 0.034 0.081 0.063 0.24
C 0.2936 -1.4350 -1.1475 -0.054 -0.015 0.228 -0.42
C 0.6820 1.3080 -0.1926 0.114 0.199 0.040 -0.64
```
Forces are in eV/Å.

***

# 3
DFT (ωB97M-V with the def2-TZVPD basis set) results for 2 unconnected molecules or ions with the total composition C5H15NO at a distorted geometry.

Its SMILES is CCCCNC.O. As for the highest occupied orbital energy: -9.0 eV. The calculation puts the HOMO-LUMO gap at 9.9 eV. Its charge is 0.

XYZ file:
```
22
Properties=species:S:1:pos:R:3:forces:R:3:nbo_charge:R:1
H -1.6590 2.6283 -1.0861 -0.249 -0.020 -0.012 0.20
C 0.1718 0.2805 0.1239 -0.153 -0.482 -0.353 -0.22
H -1.4393 0.5500 -2.8684 -0.254 0.092 -0.540 0.20
N 0.0827 -0.5965 1.3054 0.148 0.838 -0.052 -0.62
H -1.0005 -0.9372 -1.1686 0.060 -0.065 0.101 0.20
C -0.7474 0.9514 -2.1482 -0.344 -0.472 1.415 -0.39
O 3.1701 -2.3398 1.3622 -0.059 0.068 0.137 -0.94
H 2.6426 -1.5300 1.3487 0.016 -0.262 -0.140 0.47
C -1.2530 -0.7736 1.8521 -0.093 -0.748 0.375 -0.42
H -0.0036 2.8917 -1.5963 -0.124 0.130 0.052 0.20
C -0.9574 2.4483 -1.8946 0.816 -0.070 -0.486 -0.62
H -1.8408 -1.3893 1.1811 -0.141 0.017 -0.265 0.19
H -1.1598 -1.3903 2.7490 0.010 0.201 0.103 0.21
H 0.2637 0.6862 -2.4616 0.011 0.386 -0.384 0.20
H -1.8507 0.1128 2.1026 0.278 0.204 -0.095 0.16
H 0.6484 -0.1224 2.0017 -0.039 -0.330 0.217 0.35
H 1.0613 -0.0203 -0.4343 0.253 0.128 0.095 0.18
H -1.9406 0.3007 -0.4149 -0.166 0.359 0.039 0.20
H 0.3053 1.3262 0.4010 -0.163 0.269 0.070 0.17
H 3.8826 -2.2180 0.7296 -0.038 0.123 -0.024 0.47
H -1.2799 2.9772 -2.7969 -0.044 -0.063 0.180 0.21
C -0.9704 0.1142 -0.8645 0.275 -0.303 -0.431 -0.40
```
Forces are in eV/Å.

***

# 4
DFT (ωB97M-V with the def2-TZVPD basis set) results for a molecular structure, C40H40Cl3KN4O7STe.

As for the highest occupied orbital energy: -2.4 eV. The calculation puts the HOMO-LUMO gap at 6.3 eV. Its charge is -2.

XYZ file:
```
97
Properties=species:S:1:pos:R:3:forces:R:3:lowdin_charge:R:1
H -2.2387 -2.1730 9.5191 0.002 -0.001 0.002 0.07
H 0.0797 -1.8934 -4.0979 -0.004 0.003 -0.001 0.10
C -3.4388 2.7086 4.1002 0.029 0.035 0.049 -0.10
C -0.4657 -0.8128 5.2617 -0.003 -0.037 -0.023 -0.25
H 1.9165 0.7160 -1.8836 0.012 -0.029 -0.019 0.06
C -4.2432 1.5779 2.1838 0.018 0.066 0.062 -0.16
H -2.0263 -5.1038 -0.5637 0.006 0.008 -0.009 -0.02
C 0.7663 2.7706 -0.2249 -0.230 -0.017 0.077 -0.64
H 6.2155 2.2839 -0.6754 -0.001 0.007 -0.004 0.11
H -0.1144 0.8465 6.5446 0.011 -0.004 0.011 0.10
C -0.9573 -0.8353 7.6112 0.001 0.016 -0.004 -0.06
O -1.1318 -1.0649 -2.0503 0.108 0.020 -0.060 -0.20
H 2.1240 1.4849 -3.4383 0.009 -0.010 -0.021 0.11
O 1.0559 -0.8928 3.1803 0.015 -0.004 0.038 -0.37
C 6.1996 0.0781 -3.2431 -0.020 -0.001 -0.012 -0.08
H -1.7544 -3.7954 6.1954 -0.001 -0.002 -0.002 0.11
C 4.8254 -0.0423 -3.4297 0.004 0.026 -0.033 -0.23
H -2.7515 -3.5252 8.5037 -0.001 -0.001 0.002 0.07
H -3.5321 3.4652 4.8725 -0.005 -0.002 0.000 0.09
H -3.3870 -5.4449 0.5247 -0.005 0.006 0.009 -0.02
H 6.8695 -0.4927 -3.8776 -0.001 -0.005 0.003 0.09
H -4.5542 -3.1806 2.4915 -0.005 0.003 -0.004 -0.01
C 1.1047 -3.6264 1.9133 -0.148 0.194 0.017 -0.38
C -2.2427 -0.1808 -5.9250 0.022 -0.018 -0.003 -0.06
C -3.5947 -2.6928 2.3306 0.014 -0.044 0.006 -0.46
C 1.1507 4.9392 -1.4152 0.000 -0.017 0.016 -0.04
C 1.6887 3.7413 -0.9598 -0.069 0.056 0.020 -0.06
H -4.9708 1.4152 1.3933 -0.015 0.003 0.011 0.10
H -3.6430 -1.6412 2.6055 -0.006 -0.001 -0.001 -0.03
H 0.4350 -3.1642 -5.9665 0.000 0.004 0.006 0.09
C 3.7511 4.3158 -2.0908 0.009 -0.004 0.028 -0.04
C 1.8831 5.8292 -2.1860 -0.004 0.010 -0.014 -0.12
C -4.4495 2.5411 3.1577 -0.009 -0.039 -0.041 -0.11
H -5.1376 1.8843 -1.9777 -0.005 0.002 -0.003 0.07
C 3.1872 5.4984 -2.5348 -0.016 -0.009 0.010 -0.12
C -1.5226 -0.7822 -3.2086 0.040 -0.032 -0.044 -0.39
Cl 2.7607 -4.4165 0.0319 -0.016 -0.008 0.004 0.56
C -1.1246 -0.9905 -5.6349 -0.031 0.024 -0.007 -0.30
C -3.5768 0.5385 -2.4826 -0.017 -0.013 0.038 -0.41
H 1.4374 6.7545 -2.5308 0.001 -0.002 -0.001 0.08
H 5.1262 -1.3684 -5.0939 0.002 -0.002 0.001 0.07
C 3.9451 0.6912 -2.6233 -0.001 -0.003 -0.104 -0.14
H -3.8376 0.9129 -5.0994 0.001 -0.004 -0.011 0.09
H -0.9740 -0.3254 8.5692 0.001 0.001 0.000 0.10
C -2.5006 -4.8303 0.3778 0.023 0.026 0.034 -0.49
H -0.8939 -2.6170 4.1968 -0.014 0.017 0.033 0.07
H 3.7363 -1.7849 -4.0856 -0.019 -0.003 -0.012 0.08
O 1.2725 1.6857 0.1946 0.218 0.044 -0.084 -0.15
C -2.9764 0.2976 -4.8702 -0.011 0.008 0.036 -0.07
O 0.6331 1.2870 4.2648 0.023 0.018 -0.021 -0.33
N 3.6143 2.2706 -0.7815 0.081 0.140 -0.132 0.09
H -5.3451 3.1481 3.1667 -0.007 -0.007 -0.020 0.08
C 4.4760 1.5285 -1.6339 0.054 0.042 0.078 -0.22
C -1.4198 -2.1414 7.5254 0.003 -0.019 -0.013 -0.29
H 1.1176 -2.4840 -7.4655 -0.002 0.001 0.000 0.08
H 2.8743 1.7252 -0.3139 -0.025 -0.049 0.114 0.09
H -2.8173 -3.1802 2.9162 -0.006 0.006 0.013 -0.02
C -1.3954 -2.7752 6.2826 -0.002 0.011 0.023 -0.04
H -4.3344 2.3241 -3.5040 0.010 0.003 0.005 0.07
H 4.7676 4.0598 -2.3634 0.012 0.004 0.001 0.10
C -2.6853 0.0269 -3.5199 -0.030 -0.014 -0.044 -0.10
C -0.4791 -0.1705 6.4865 -0.037 0.016 0.004 -0.06
C -2.3012 1.9360 4.0496 -0.023 -0.047 0.049 -0.02
H -2.4921 0.0417 -6.9536 -0.002 -0.003 -0.001 0.09
H 2.1313 -0.2730 -3.3257 -0.007 -0.037 -0.007 0.06
C 2.4544 0.6384 -2.8281 -0.003 -0.008 0.030 0.00
C 0.6944 -2.2400 -6.4921 0.004 0.002 -0.007 -0.11
C -1.9125 -2.8717 8.7474 -0.002 0.004 0.001 -0.07
Cl 1.4343 -1.8456 -0.0092 0.019 -0.023 -0.122 0.71
C 2.1338 -3.0596 1.0322 0.010 -0.054 0.103 -1.58
Te -3.0090 -2.7481 0.2789 0.039 0.028 0.038 1.22
C 3.0255 3.4355 -1.2765 0.068 -0.094 -0.052 -0.20
H -1.1249 -3.4963 9.1775 0.000 -0.002 -0.002 0.07
H 3.7722 6.1656 -3.1589 0.002 0.000 0.002 0.09
O -3.5168 0.2442 -1.2955 0.130 0.060 -0.023 -0.05
C -4.6974 1.4970 -2.8936 -0.011 -0.026 0.014 -0.03
H -1.7938 -4.9805 1.1928 -0.026 -0.018 -0.034 -0.04
N -1.1402 0.0966 2.8430 0.111 -0.015 0.245 -0.16
C 5.8506 1.6352 -1.4617 0.030 -0.051 0.029 -0.04
C -0.7743 -1.2779 -4.3467 -0.010 -0.018 0.034 0.03
C 4.3033 -0.9532 -4.5110 -0.022 -0.015 0.022 -0.06
H 7.7892 0.9988 -2.1313 0.000 -0.001 0.002 0.09
S 0.1121 0.0223 3.7850 -0.068 -0.037 0.071 0.55
H -5.4663 0.9657 -3.4602 0.004 0.014 -0.014 0.08
C -0.9234 -2.1212 5.1590 0.015 -0.019 -0.040 -0.05
N 0.2769 -4.0793 2.5648 0.141 -0.125 -0.051 0.21
N -3.1684 0.8038 2.1249 0.073 -0.056 -0.025 0.08
K -0.9659 0.3687 0.1403 -0.541 -0.035 -0.062 0.64
H -1.4861 2.0899 4.7409 -0.035 0.010 -0.015 0.08
H 3.6338 -0.4252 -5.1927 0.002 0.010 -0.002 0.08
H 1.4371 -1.6994 -5.8986 0.019 0.000 0.006 0.08
Cl 3.4584 -2.4110 2.0022 0.010 -0.009 -0.024 0.64
H 0.1161 5.1288 -1.1597 -0.003 0.004 0.003 0.11
O -0.4432 -1.4482 -6.7387 0.020 0.002 0.002 -0.10
O -0.4364 3.0753 -0.1265 0.153 0.116 -0.087 -0.06
C -2.1859 0.9533 3.0390 -0.041 0.016 -0.092 -0.41
C 6.7173 0.9152 -2.2673 -0.016 0.006 0.009 -0.10
```
Forces are in eV/Å.

***

# 5
DFT (ωB97M-V with the def2-TZVPD basis set) results for a single N2 molecule at a distorted geometry.

Its SMILES is N#N. As for the highest occupied orbital energy: -13.1 eV. The calculation puts the HOMO-LUMO gap at 11.7 eV. Its charge is 0.

XYZ file:
```
2
Properties=species:S:1:pos:R:3:forces:R:3:nbo_charge:R:1
N 0.1444 -0.0253 -0.7162 -3.567 0.626 17.683 0.00
N -0.1444 0.0253 0.7162 3.567 -0.626 -17.683 0.00
```
Forces are in eV/Å.

***

# 6
DFT (ωB97M-V with the def2-TZVPD basis set) results for a single C7H11NO molecule at a distorted geometry.

Its SMILES is C1NC[C@]23COC[C@]12C3. As for the highest occupied orbital energy: -8.9 eV. The calculation puts the HOMO-LUMO gap at 9.7 eV. Its charge is 0.

XYZ file:
```
20
Properties=species:S:1:pos:R:3:forces:R:3:nbo_charge:R:1
C 0.0041 -0.8202 0.2151 -5.696 0.218 0.128 -0.10
H -1.9576 1.8537 0.5573 0.098 -1.512 -1.441 0.19
C -0.2258 0.6633 0.1684 3.187 1.097 2.460 -0.08
C -0.0773 -0.0567 1.5547 -1.918 -0.466 -1.532 -0.44
C 1.0299 1.2789 -0.3336 -0.046 1.554 -2.716 -0.21
H 1.8844 -1.6999 0.5978 -0.627 0.446 -1.993 0.20
H -1.7213 1.7115 -1.2261 0.720 -0.880 0.322 0.19
H 1.4777 2.1924 0.2008 -0.531 -1.661 -0.504 0.21
O -2.2036 -0.1304 -0.2219 -2.310 -0.699 -0.503 -0.55
H 0.7940 -0.2901 2.0587 2.643 0.819 0.460 0.21
H -1.1526 -1.3770 -1.5774 0.035 0.204 0.530 0.17
C -1.5677 1.1318 -0.2813 -0.340 0.093 2.358 -0.06
H 0.5816 1.7399 -1.3747 1.906 -0.980 1.827 0.17
H -0.7824 -0.0727 2.3956 -0.945 -0.223 -1.245 0.24
C 1.3214 -1.1375 -0.2522 1.413 -2.690 -2.519 -0.21
N 1.9892 0.1301 -0.5457 0.054 0.864 0.594 -0.63
H -1.9737 -2.1856 -0.2056 1.181 1.345 0.183 0.20
H 2.7441 0.1298 0.1203 0.365 0.892 -0.109 0.36
C -1.3513 -1.2645 -0.4845 0.156 0.145 0.285 -0.05
H 1.1869 -1.7972 -1.3657 0.654 1.434 3.415 0.18
```
Forces are in eV/Å.